# 1
{"formula": "C5H7NO", "method": "ωB97M-V/def2-TZVPD", "species": ["C", "C", "C", "N", "C", "O", "C", "H", "H", "H", "H", "H", "H", "H"], "positions_angstrom": [[1.51882, -0.55787, -1.43080], [0.26300, -0.16858, 0.08385], [-1.01225, -0.68349, -0.06304], [-1.73777, -0.03266, 0.87904], [-0.97397, 1.02683, 1.49719], [-1.41340, 1.66568, 2.44252], [0.32633, 0.97339, 0.86988], [1.70945, -0.06599, -2.39800], [1.37952, -1.62970, -1.55159], [2.33934, -0.32112, -0.75887], [-1.43323, -1.31108, -0.83703], [-2.64585, -0.29551, 1.23607], [1.19698, 1.42273, 1.32594], [0.48304, -0.02264, -1.29516]], "atomic_forces_ev_per_a": [[0.245, -0.216, 0.104], [-0.215, -0.072, -0.199], [0.122, 0.014, 0.016], [-0.046, 0.072, 0.083], [-0.016, -0.028, 0.026], [0.091, -0.140, -0.184], [0.056, 0.053, 0.147], [-0.110, 0.009, 0.149], [0.017, 0.180, 0.033], [-0.121, -0.048, -0.108], [0.089, 0.074, 0.123], [0.127, 0.039, -0.087], [-0.125, -0.045, -0.077], [-0.114, 0.109, -0.027]], "de_lowest_ev": 4.8929, "total_energy_ev": -8831.30997, "mol_weight_g_mol": 97.1, "lumo_ev": [0.050, 0.050]}

---

# 2
{"formula": "C2H4FN3", "method": "ωB97M-V/def2-TZVPD", "species": ["C", "C", "N", "N", "N", "F", "H", "H", "H", "H"], "positions_angstrom": [[-0.20038, 0.36168, -0.75488], [-0.67258, -0.22538, 0.66276], [0.49782, -0.53770, 1.35637], [1.47503, -0.35984, 0.64822], [1.21269, 0.05481, -0.53024], [-1.47174, 0.55452, 1.40394], [-0.56122, -0.23556, -1.64619], [-0.45381, 1.42036, -0.54474], [-1.75570, -1.38579, 0.61674], [1.92989, 0.35289, -1.21198]], "atomic_forces_ev_per_a": [[-0.585, -1.590, 2.142], [-4.099, -3.460, -1.778], [-1.254, -0.977, 2.087], [3.217, -0.358, 0.677], [-0.397, 1.698, -4.021], [-0.065, 1.507, 0.147], [-0.032, 1.408, 1.107], [0.171, -0.210, -1.316], [3.453, 2.472, -0.347], [-0.408, -0.490, 1.303]], "de_lowest_ev": 3.5097, "total_energy_ev": -9322.45629, "mol_weight_g_mol": 89.1, "lumo_ev": 0.552}